9
Properties=species:S:1:pos:R:3:forces:R:3:nbo_charge:R:1 method="wB97M-V/def2-TZVPD" de_lowest_kj_mol=99.8 smiles="[H]/N=C1/[PH]#P1N" lumo_energy_ev=0.56 homo_energy_ev=-8.18 gap_ev=8.74 max_force_ev_per_a=3.5 total_energy_ev=-22657.47460
C 0.3660 -0.7457 -0.8415 -2.65 -0.09 0.43 -0.1912
N 1.2657 -1.4484 -0.3666 1.46 -0.49 0.33 -0.6341
N -0.8336 0.8160 1.0335 2.72 -1.62 -1.50 -1.1629
P -0.0698 0.5814 -1.9842 1.24 0.21 -0.91 0.2242
P -1.3671 -0.0817 -0.3820 0.40 -0.13 1.80 0.6078
H 1.1072 -1.9135 0.5404 -0.42 0.23 -0.60 0.3497
H 0.1199 0.4350 1.3115 -1.90 1.05 0.00 0.3873
H -1.3948 1.1230 1.7816 -0.84 0.05 0.67 0.3975
H 0.8065 1.2338 -1.0926 0.00 0.80 -0.21 0.0218

=====

90
Properties=species:S:1:pos:R:3:forces:R:3:mulliken_charge:R:1 method="wB97M-V/def2-TZVPD" lumo_energy_ev=-4.58 homo_energy_ev=-11.90 charge=+1 gap_ev=7.33 max_force_ev_per_a=1.8 total_energy_ev=-742740.90510
N 2.0740 0.1961 0.3488 -0.46 0.63 -0.32 -0.0768
C 1.5053 1.0507 -0.7285 0.00 -0.17 1.08 -1.0779
C 0.1177 1.4925 -0.2615 0.85 -1.46 -0.50 0.6991
C -0.1451 2.8229 -0.2014 0.15 0.52 -0.05 0.0157
N -1.3431 3.2505 0.2139 0.39 0.74 -0.37 0.9838
C -2.2925 2.4279 0.6079 -1.72 -0.01 0.34 -1.1171
C -2.1081 1.0690 0.5765 0.29 -0.55 0.00 0.1666
C -0.8916 0.5860 0.1302 0.44 0.04 -0.50 0.3053
S -0.7214 -1.2221 0.0989 -0.55 -0.31 1.25 1.2521
O -2.0349 -1.7407 0.0359 -0.29 0.26 -1.27 -0.5015
O 0.0636 -1.6727 1.1748 0.87 0.21 0.24 -0.4277
F 0.0472 -1.4536 -1.2321 -0.39 0.29 0.18 -0.0466
H 3.0733 0.3589 0.4427 -0.24 -0.18 -0.17 -0.0660
H 1.6570 0.5302 1.2150 0.35 -0.30 0.18 0.1557
H 2.1305 1.9451 -0.8509 -0.30 -0.08 -0.47 0.4742
H 1.4155 0.4747 -1.6549 0.18 0.26 0.02 0.2901
H 0.5888 3.5778 -0.4847 -0.42 -0.29 0.18 -0.5374
H -1.4741 4.2641 0.2105 -0.16 -0.12 0.16 -0.0881
H -3.2667 2.7972 0.9889 1.55 0.25 -0.77 0.1647
H -2.9096 0.4161 0.9050 0.12 -0.01 -0.14 0.5225
C -0.2570 3.0481 4.8393 0.15 0.02 0.42 0.1895
Cl 1.2357 2.1216 4.7171 0.01 0.00 -0.03 -0.0316
Cl -1.3824 2.2492 5.9314 0.66 0.17 0.22 -0.0779
Cl 0.0836 4.6780 5.4261 -0.01 -0.09 -0.09 -0.0782
Cl -0.9930 3.1499 3.2289 -0.10 0.06 -0.09 0.0921
C 1.2170 -3.8374 -4.2871 0.06 -0.11 0.03 0.3016
Cl 2.0816 -5.2708 -4.8373 -0.03 0.19 0.54 -0.0707
Cl 0.3459 -4.2087 -2.7925 -0.02 -0.03 -0.05 -0.0762
Cl 2.3722 -2.5282 -3.9849 -0.04 0.00 0.01 -0.0983
Cl 0.0651 -3.3304 -5.5306 0.01 -0.01 0.03 -0.1034
C -4.0142 -3.0671 2.8271 -0.02 -0.39 -0.07 0.1505
Cl -3.7058 -1.3210 2.7463 -0.05 0.07 0.08 0.0380
Cl -4.0547 -3.7630 1.2059 0.01 0.13 0.26 -0.0116
Cl -2.7319 -3.8337 3.7677 0.01 0.08 -0.02 -0.0699
Cl -5.5690 -3.3340 3.6205 0.03 0.05 -0.02 -0.0954
C 0.8242 6.9067 -0.1246 0.31 0.24 0.05 0.4809
Cl 0.9110 8.4298 -0.9945 0.09 -0.29 0.00 -0.0411
Cl -0.8778 6.5521 0.2694 0.00 -0.10 -0.07 -0.2724
Cl 1.4859 5.6044 -1.1428 0.09 0.32 -0.13 -0.1766
Cl 1.7570 7.0137 1.3636 -0.12 -0.10 -0.06 -0.0575
C 5.5913 -0.4978 2.2489 0.08 -0.22 0.20 0.3237
Cl 6.8088 -0.0104 3.4268 -0.49 0.31 -0.03 -0.0871
Cl 4.1256 -1.0125 3.0938 0.10 0.08 -0.09 0.0162
Cl 5.2108 0.8766 1.1912 0.28 0.15 0.02 -0.1718
Cl 6.2048 -1.8388 1.2684 -0.25 0.17 -0.01 -0.1282
C 2.7085 -6.7480 -8.8699 0.03 -0.06 -0.19 0.3035
Cl 3.5430 -7.9316 -7.8542 -0.03 0.03 0.00 -0.1101
Cl 3.8975 -5.8261 -9.7982 -0.02 -0.01 0.05 -0.0996
Cl 1.6231 -7.5902 -9.9809 0.42 0.05 -0.05 -0.0734
Cl 1.7938 -5.6416 -7.8321 -0.02 -0.15 -0.56 -0.0177
C -2.2607 -8.6348 -8.9151 0.00 -0.05 0.02 0.2891
Cl -1.3026 -10.0443 -9.3920 -0.02 0.05 0.00 -0.1051
Cl -3.2111 -9.0186 -7.4752 0.33 -0.36 -0.36 -0.0578
Cl -1.1731 -7.2850 -8.5663 -0.45 -0.02 0.20 -0.0187
Cl -3.3519 -8.1909 -10.2340 0.04 0.00 0.04 -0.1006
C -1.9487 10.3559 0.9583 -0.11 0.09 -0.04 0.3119
Cl -0.3079 11.0131 1.0251 -0.65 0.11 -0.18 -0.0464
Cl -3.1091 11.6454 1.2695 0.05 -0.09 -0.01 -0.0820
Cl -2.2499 9.6635 -0.6460 -0.12 0.13 0.08 -0.0850
Cl -2.1229 9.0902 2.1862 -0.01 0.12 0.05 -0.0851
C -4.1839 -6.8262 -4.2973 -0.11 -0.03 -0.04 0.2343
Cl -3.9671 -8.4867 -3.7283 0.00 0.05 -0.03 -0.1049
Cl -4.7150 -6.8448 -5.9801 -0.28 0.39 0.36 -0.0842
Cl -5.3957 -6.0117 -3.2968 0.13 -0.12 -0.10 -0.0121
Cl -2.6492 -5.9585 -4.1778 0.05 0.03 0.01 -0.0169
C 1.2449 -2.2485 6.1186 -0.01 -0.03 0.05 0.2677
Cl 1.7008 -0.7455 6.9323 0.00 -0.04 -0.03 -0.0961
Cl 2.2971 -3.5553 6.6632 -0.04 0.07 -0.08 -0.0879
Cl -0.4349 -2.6401 6.5052 0.03 0.03 0.00 -0.0856
Cl 1.3961 -2.0426 4.3639 -0.15 -0.05 0.06 0.0184
C 10.7163 -2.0614 3.0844 0.06 -0.08 -0.01 0.2846
Cl 11.5904 -3.0995 1.9519 -0.03 0.05 0.04 -0.0995
Cl 10.8254 -2.7404 4.7127 -0.01 0.03 -0.06 -0.0942
Cl 11.4286 -0.4426 3.0712 -0.04 -0.04 0.00 -0.1021
Cl 9.0158 -1.9568 2.6027 0.64 -0.31 -0.02 0.0103
C -5.0981 2.6455 4.0263 -0.22 -0.11 0.33 0.3017
Cl -4.7716 4.2588 4.6559 0.06 -0.06 -0.14 -0.0671
Cl -4.0373 1.4734 4.8025 -0.56 -0.06 -0.37 -0.0158
Cl -6.7811 2.2181 4.3209 0.12 0.05 -0.09 -0.0662
Cl -4.7982 2.6189 2.2569 -0.95 -0.04 0.69 -0.2087
C -7.5896 -3.9666 -0.4578 -0.05 -0.03 0.03 0.3026
Cl -7.1982 -5.3511 0.5671 -0.03 0.04 -0.06 -0.0699
Cl -8.0680 -2.5968 0.5560 0.04 -0.03 -0.02 -0.0848
Cl -6.1712 -3.5182 -1.4191 -0.15 0.11 0.03 -0.0793
Cl -8.9174 -4.3938 -1.5404 0.06 0.03 0.03 -0.0883
C 3.9654 10.6961 2.5647 0.11 0.08 0.00 0.2761
Cl 5.0026 9.6185 1.6190 -0.05 0.01 0.02 -0.0968
Cl 3.9934 10.2031 4.2613 -0.02 0.00 -0.07 -0.0946
Cl 4.5473 12.3554 2.4197 -0.04 -0.09 0.00 -0.0913
Cl 2.3039 10.5953 1.9528 0.58 -0.10 0.27 -0.0084

=====

55
Properties=species:S:1:pos:R:3:forces:R:3:nbo_charge:R:1 method="wB97M-V/def2-TZVPD" de_lowest_kj_mol=118.8 smiles="Cn1c(CCN2CCOCC2)nc2cc(NC(=O)COc3ccc(Cl)cc3)ccc21" lumo_energy_ev=0.59 homo_energy_ev=-7.98 gap_ev=8.57 max_force_ev_per_a=1.0 total_energy_ev=-47845.77744
C 3.3510 0.7228 -2.4240 0.12 -0.21 -0.15 -0.4012
N 2.6451 1.1139 -1.2397 0.03 0.27 0.19 -0.3759
C 3.1423 1.2579 0.0262 -0.01 0.17 -0.01 0.4369
N 2.2345 1.5970 0.8982 0.28 0.08 0.54 -0.4883
C 1.0553 1.6705 0.2075 -0.03 -0.22 -0.95 0.1050
C -0.2234 1.9771 0.6548 0.04 0.00 0.02 -0.2354
C -1.2432 1.9608 -0.2813 0.33 -0.03 0.11 0.1291
C -0.9950 1.6498 -1.6282 -0.02 0.02 0.04 -0.2362
C 0.2705 1.3460 -2.0820 0.09 -0.03 -0.09 -0.2525
C 1.2971 1.3584 -1.1516 -0.46 0.17 0.54 0.1489
H 0.4397 1.1035 -3.1205 -0.02 -0.02 -0.10 0.2149
H -1.8230 1.6445 -2.3233 -0.08 -0.01 -0.07 0.2053
N -2.5743 2.2491 0.0586 -0.23 0.06 -0.41 -0.5977
C -3.1168 2.4776 1.2740 -0.54 0.00 -0.28 0.6474
O -2.5320 2.5329 2.3326 0.11 0.03 0.24 -0.6060
C -4.6382 2.6998 1.1960 0.09 0.13 0.34 -0.1642
O -5.2594 2.0921 0.0853 -0.06 0.03 -0.20 -0.5009
C -5.3562 0.7273 0.0609 -0.11 -0.33 -0.09 0.2935
C -4.7668 -0.1272 0.9855 -0.02 0.34 -0.01 -0.2925
C -4.9191 -1.4973 0.8541 -0.13 -0.14 -0.17 -0.1928
C -5.6552 -2.0144 -0.1970 0.07 0.18 0.09 -0.0675
C -6.2446 -1.1708 -1.1273 0.07 -0.03 0.09 -0.2077
C -6.0935 0.1935 -0.9964 0.12 0.20 0.16 -0.2464
H -6.5443 0.8703 -1.7047 -0.06 0.08 -0.09 0.2280
H -6.8170 -1.5807 -1.9441 -0.05 -0.05 -0.07 0.2297
Cl -5.8405 -3.7263 -0.3564 -0.02 -0.22 -0.02 0.0033
H -4.4597 -2.1592 1.5708 0.03 -0.08 0.05 0.2308
H -4.1806 0.2536 1.8065 0.05 0.04 0.11 0.2350
H -5.0888 2.3773 2.1414 0.14 -0.01 -0.11 0.2072
H -4.8199 3.7726 1.0764 0.04 -0.15 0.07 0.2214
H -3.2244 2.2377 -0.7184 0.03 -0.01 0.25 0.4103
H -0.4100 2.2119 1.6876 -0.03 0.03 0.08 0.2620
C 4.5633 1.0113 0.3947 0.10 -0.18 -0.03 -0.4635
H 5.2313 1.6355 -0.2034 0.05 0.03 0.07 0.2243
H 4.6699 1.3049 1.4383 -0.03 0.08 -0.08 0.2443
C 4.9397 -0.4722 0.2060 -0.03 -0.01 -0.02 -0.2039
N 3.7703 -1.3205 0.3309 0.19 -0.11 -0.01 -0.4579
C 3.9827 -2.6645 -0.1732 -0.30 -0.17 -0.02 -0.2440
C 2.6441 -3.4048 -0.1547 0.30 -0.04 -0.26 -0.0701
O 2.1120 -3.4703 1.1441 0.01 -0.15 0.10 -0.5222
C 1.9444 -2.1740 1.6741 0.10 0.32 0.22 -0.0726
C 3.2603 -1.3991 1.6915 -0.30 -0.13 0.04 -0.2698
H 3.0719 -0.3938 2.0660 -0.01 -0.03 0.08 0.2340
H 3.9802 -1.9098 2.3559 -0.01 0.04 -0.02 0.1661
H 1.5589 -2.3042 2.6860 0.00 0.07 -0.05 0.1961
H 1.2120 -1.6144 1.0730 0.03 -0.01 0.07 0.1721
H 2.7668 -4.4360 -0.4913 0.00 0.08 -0.04 0.1924
H 1.9394 -2.8819 -0.8205 0.07 -0.06 0.01 0.1637
H 4.3567 -2.6136 -1.1993 0.01 -0.02 0.01 0.1965
H 4.7137 -3.2217 0.4400 -0.01 0.02 -0.06 0.1693
H 5.3434 -0.6256 -0.7985 0.03 -0.02 0.05 0.1923
H 5.7315 -0.7437 0.9261 -0.02 0.01 -0.10 0.1789
H 2.8486 1.1405 -3.2966 0.08 0.01 0.03 0.2149
H 4.3718 1.1021 -2.3927 -0.03 0.00 -0.04 0.2109
H 3.3776 -0.3660 -2.5179 0.02 0.01 -0.04 0.2048

=====

10
Properties=species:S:1:pos:R:3:forces:R:3:nbo_charge:R:1 method="wB97M-V/def2-TZVPD" de_lowest_kj_mol=209.3 lumo_energy_ev="2.71 / 2.70" homo_energy_ev="-4.70 / -4.70" charge=-1 gap_ev="7.41 / 7.40" max_force_ev_per_a=2.8 total_energy_ev=-23084.90860
C -1.0089 -1.4193 0.6922 -0.12 0.43 -0.03 0.2886
C 0.4988 0.1934 1.7970 -0.91 -0.40 -0.56 0.2948
C 0.1361 -0.6453 0.7569 -0.72 1.47 -1.30 -0.7311
N -1.9778 -2.0072 0.5273 -1.13 -0.89 -0.01 -0.4210
N 1.0577 0.8209 2.5611 0.92 1.67 1.98 -0.4224
O 0.0484 -0.0472 -2.6342 -0.34 0.10 0.61 -0.8888
O -1.1521 1.6530 -1.2743 0.07 -0.25 -0.05 -0.8783
O 1.3224 1.6003 -1.3534 -0.87 -0.38 0.09 -0.8910
S 0.0522 0.9486 -1.5938 1.18 -0.12 0.56 2.3998
H 1.0233 -1.0971 0.5212 1.94 -1.63 -1.27 0.2495

=====

14
Properties=species:S:1:pos:R:3:forces:R:3:nbo_charge:R:1 method="wB97M-V/def2-TZVPD" de_lowest_kj_mol=259.6 lumo_energy_ev=0.90 homo_energy_ev=-9.62 gap_ev=10.52 max_force_ev_per_a=5.1 total_energy_ev=-8728.98838
C 1.8783 0.2209 -0.1993 0.22 0.09 0.05 -0.6240
C 0.4858 0.7101 0.1272 0.59 0.13 1.20 -0.2738
N -0.4569 0.5309 -0.9969 0.00 -0.27 0.80 -0.6004
C -1.4584 -0.3147 -0.6545 -0.09 -0.14 0.19 0.3624
N -2.4731 -0.6943 -1.3166 0.32 0.09 0.30 -0.6644
C -1.1054 -0.7237 0.7418 -2.37 -2.41 1.29 0.1801
N -1.0110 -1.1564 1.8192 -1.10 -0.56 -0.71 -0.3184
H 2.3523 0.8169 -0.9872 -0.01 -0.10 0.09 0.2069
H 1.8625 -0.8283 -0.5235 -0.03 0.24 0.10 0.2138
H 2.4853 0.2958 0.7083 0.10 -0.04 -0.20 0.2176
H 0.4536 1.7481 0.4515 0.27 0.19 -0.03 0.1976
H 0.0974 0.0381 1.1914 1.90 3.00 -3.71 0.3155
H -0.4791 1.0656 -1.8684 0.12 -0.33 0.73 0.4271
H -3.0427 -1.3417 -0.7751 0.09 0.11 -0.11 0.3600

=====

20
Properties=species:S:1:pos:R:3:forces:R:3:nbo_charge:R:1 method="wB97M-V/def2-TZVPD" de_lowest_kj_mol=164.4 smiles="CN(C)/C(NP)=[NH+]/P" lumo_energy_ev=-3.37 homo_energy_ev=-12.16 charge=+1 gap_ev=8.80 max_force_ev_per_a=6.7 total_energy_ev=-26343.45606
C -0.1534 0.1174 -0.1019 -6.50 -1.37 -0.53 0.7264
C 1.7999 -1.1588 0.0272 -1.01 -1.17 0.64 -0.3989
C 1.9826 1.2599 0.1881 0.23 -1.17 -3.44 -0.4276
N -0.9198 1.2571 -0.1480 1.47 -0.61 0.93 -0.8511
N 1.0930 0.0550 0.1049 1.87 2.10 0.35 -0.3437
N -1.0733 -1.3982 -0.4004 3.97 3.51 3.10 -0.8719
P -2.6673 1.6039 0.2971 0.42 -0.08 1.25 0.5660
P -2.6501 -1.4680 0.3732 -1.13 0.48 -1.07 0.4920
H 2.8051 -1.0369 0.1357 2.69 0.72 -0.04 0.2233
H 1.5201 -1.7568 0.8350 -0.62 -1.23 1.27 0.2324
H 1.5726 -1.6612 -0.8428 -0.32 -1.16 -1.93 0.2294
H 1.9864 1.6855 -0.8250 -0.04 -0.15 -0.16 0.2277
H 1.6306 2.0522 0.7198 -1.02 1.70 2.39 0.2208
H 3.0399 1.0437 0.3214 -0.42 -0.46 0.76 0.2576
H -0.4062 2.0926 0.0964 0.46 0.05 -0.25 0.4089
H -1.2345 -1.2866 -1.3497 -0.26 0.29 -2.53 0.3705
H -2.6188 3.0572 0.4331 0.70 -0.78 -0.16 -0.0034
H -2.9254 1.6902 -1.0087 -1.06 0.13 -1.80 -0.0320
H -2.6955 -2.8537 0.2284 0.04 -0.48 0.37 0.0001
H -2.2844 -1.3531 1.6900 0.52 -0.30 0.85 -0.0265

=====

14
Properties=species:S:1:pos:R:3:forces:R:3:nbo_charge:R:1 method="wB97M-V/def2-TZVPD" de_lowest_kj_mol=618.9 lumo_energy_ev=0.69 homo_energy_ev=-8.41 gap_ev=9.10 max_force_ev_per_a=2.5 total_energy_ev=-9736.61886
C 2.1122 -0.1289 0.0961 0.00 -0.12 0.11 -0.7318
C 0.6629 0.1961 0.0259 -0.64 0.14 0.00 0.1401
N 0.2205 1.1708 0.7619 -0.77 0.06 -0.20 -0.7417
C -1.0745 -1.2851 -0.1609 -0.95 1.43 -0.65 0.3543
N -0.9809 -2.3406 0.3065 0.06 -0.10 -0.03 -0.3896
H 0.8424 1.7100 1.3729 -0.23 -0.08 -0.09 0.3599
H 2.6673 0.4121 0.8772 -0.09 -0.02 -0.06 0.1885
H 2.2142 -1.2053 0.2617 0.01 0.08 0.01 0.2532
H 2.5765 0.0706 -0.8737 -0.08 0.01 0.03 0.2435
N -1.9634 -0.2078 -0.8052 1.56 -0.70 1.87 -0.2827
O -2.3486 0.7800 0.0999 0.11 -0.61 -0.68 -0.6802
H -0.8480 1.3501 0.7029 1.32 -0.27 0.12 0.4616
H -2.7844 -0.7094 -1.1779 0.30 0.32 -0.19 0.4085
H -1.2965 0.1874 -1.4874 -0.60 -0.14 -0.26 0.4161